# 1
A molecular structure, C36H48InN5O8P2SSb. Source: the OMol25 dataset; level of theory: ωB97M-V with the def2-TZVPD basis set.

Last column: Mulliken charge in e.
CARTESIAN COORDINATES (ANGSTROEM)
In  -0.2270  -0.6613  0.0015  1.794
O  4.6933  3.1085  1.6819  -0.647
C  3.8425  2.3272  1.3283  0.155
C  3.4472  1.0593  2.0447  -0.060
O  3.9226  0.6311  3.0725  -0.682
C  2.3653  0.4659  1.2354  -0.436
C  2.2470  1.1881  0.0142  1.589
O  1.4765  0.7906  -0.9291  -0.263
C  2.9549  2.4474  0.1292  0.034
O  2.8012  3.4820  -0.5446  -0.659
O  1.6315  -0.5123  1.5288  -0.156
O  -2.6227  1.3910  0.2697  -0.475
S  -2.4314  1.6672  1.6917  1.310
O  -2.7720  3.0567  2.0341  -0.900
O  -1.1140  1.2765  2.1694  -0.548
C  -3.6903  0.6514  2.4495  0.144
C  -4.9127  1.2673  2.6718  -0.826
C  -6.0239  0.5078  2.9963  -0.746
C  -5.9196  -0.8704  3.0485  -0.705
C  -4.7012  -1.4926  2.8246  -0.618
C  -3.5529  -0.7554  2.5453  0.010
P  -1.9112  -1.5620  2.2938  0.968
C  -1.2054  -1.3884  3.9726  0.352
C  0.0353  -2.0018  4.1529  -0.180
C  0.7017  -1.9106  5.3622  -0.595
C  0.1342  -1.1955  6.4085  -0.548
C  -1.0955  -0.5798  6.2351  -0.711
C  -1.7671  -0.6729  5.0228  -0.204
C  -2.3516  -3.3419  2.2909  -0.158
C  -2.2764  -3.9685  1.0444  -0.219
C  -2.5320  -5.3287  0.9319  -0.731
C  -2.8480  -6.0697  2.0609  -0.450
C  -2.9104  -5.4528  3.3044  -0.680
C  -2.6641  -4.0936  3.4220  0.028
H  -4.9696  2.3436  2.5813  0.536
H  -6.9761  0.9902  3.1780  0.364
H  -6.7958  -1.4670  3.2708  0.400
H  -4.6426  -2.5723  2.8583  0.414
H  0.4818  -2.5325  3.3190  0.133
H  1.6690  -2.3801  5.4865  0.410
H  0.6595  -1.1039  7.3509  0.356
H  -1.5350  -0.0154  7.0487  0.408
H  -2.7187  -0.1719  4.9021  0.397
H  -2.0070  -3.3802  0.1681  0.266
H  -2.4711  -5.8083  -0.0371  0.425
H  -3.0456  -7.1316  1.9762  0.368
H  -3.1432  -6.0357  4.1876  0.397
H  -2.7099  -3.6149  4.3938  0.477
N  1.7997  -4.3557  0.0449  -0.820
N  1.4566  -3.0309  0.4471  0.501
H  2.7727  -4.4127  -0.2344  0.248
H  1.2318  -4.5793  -0.7624  0.210
H  1.9178  -2.3324  -0.1331  -0.154
H  1.8013  -2.8722  1.3848  0.118
C  2.8806  -0.2086  -6.4869  -1.303
C  3.6857  -0.7066  -5.2862  -0.634
Sb  2.5872  -0.3331  -3.4059  0.322
C  4.2504  -0.8437  -2.0722  -0.232
C  5.5763  -1.1729  -2.7470  -1.438
C  1.7226  -2.3510  -3.3618  -0.040
C  2.7077  -3.5135  -3.3993  -1.088
H  3.3719  -0.4585  -7.4319  0.357
H  2.7663  0.8769  -6.4462  0.302
H  1.8772  -0.6424  -6.5054  0.322
H  4.6314  -0.1647  -5.2285  0.317
H  3.9199  -1.7669  -5.3964  0.299
H  3.9156  -1.6822  -1.4560  -0.069
H  4.3732  0.0106  -1.4037  0.467
H  5.4936  -2.0439  -3.3996  0.320
H  6.3466  -1.3884  -2.0004  0.406
H  5.9302  -0.3345  -3.3481  0.320
H  1.0531  -2.3990  -4.2236  0.498
H  1.0978  -2.3955  -2.4662  -0.445
H  3.3410  -3.4706  -4.2873  0.297
H  2.1761  -4.4702  -3.4222  0.392
H  3.3581  -3.5194  -2.5222  0.150
C  -1.3854  -1.6406  -1.5810  -1.228
H  -0.9639  -1.1027  -2.4523  0.266
H  -2.3513  -1.1341  -1.3997  0.209
C  -0.7479  5.5232  -0.2744  -0.655
N  -1.2676  4.1437  -0.5477  1.207
C  -2.2489  4.2004  -1.6940  -0.723
N  -1.6532  4.7797  -2.8539  0.125
C  -1.1638  6.1122  -2.5312  -0.933
N  -0.1837  6.1177  -1.4509  0.103
C  1.0718  5.4604  -1.8556  -1.188
P  0.9381  3.6358  -2.2785  0.451
C  -0.1467  3.1956  -0.8269  -1.496
C  -0.5824  3.9187  -3.3935  -0.906
H  0.0153  5.4490  0.5002  0.434
H  -1.5821  6.1295  0.0849  0.312
H  -1.7832  3.7309  0.2546  -0.437
H  -3.0948  4.8079  -1.3653  0.370
H  -2.5821  3.1826  -1.8867  0.339
H  -2.0177  6.7280  -2.2314  0.319
H  -0.7133  6.5506  -3.4216  0.360
H  1.8045  5.5616  -1.0553  0.461
H  1.4600  5.9841  -2.7327  0.458
H  0.4533  3.1195  0.0785  1.113
H  -0.5857  2.2208  -1.0229  0.023
H  -1.0194  2.9452  -3.6327  0.450
H  -0.2321  4.3613  -4.3303  0.409

maximum force: 0.023 Eh/bohr
net charge: -1



# 2
9 unconnected molecules or ions with the total composition C36H48N9O15. Source: the OMol25 dataset; level of theory: ωB97M-V with the def2-TZVPD basis set.

Last column: Mulliken charge in e.
CARTESIAN COORDINATES (ANGSTROEM)
N  0.7437  -0.1428  -0.2051  0.646
O  -0.3823  -0.0938  0.4549  -0.476
O  1.7217  0.3912  0.3029  -0.606
O  0.7967  -0.4498  -1.4011  -0.489
C  -0.7343  -0.3888  5.1969  -0.437
C  0.2027  -0.6738  4.0549  0.711
C  1.5277  -1.4838  4.3079  -0.399
C  1.4957  -2.3688  5.5269  -0.234
C  0.4857  -2.0728  6.5819  -0.777
C  -0.5103  -1.0358  6.4229  -0.395
N  2.8457  -3.0858  5.8199  0.874
O  2.9217  -3.8358  6.9119  -0.587
O  3.5837  -3.2568  4.8869  -0.495
H  -1.3743  0.4202  5.2539  0.475
H  0.2077  -0.0508  3.0809  -0.478
H  2.1617  -1.7638  3.5199  0.872
H  0.6027  -2.5498  7.4629  0.626
H  -1.1463  -0.8958  7.3599  0.267
C  -3.3873  -0.9108  -0.5531  -0.393
C  -2.4153  -1.7028  -1.3631  0.509
C  -2.8893  -2.5528  -2.6511  -1.334
C  -4.3393  -2.3338  -3.0071  0.106
C  -5.0953  -1.2688  -2.4151  -0.235
C  -4.6723  -0.7158  -1.1081  -0.567
N  -4.9023  -2.9618  -4.1771  0.824
O  -6.2193  -3.0588  -4.3191  -0.561
O  -4.1383  -3.5598  -4.9581  -0.546
H  -3.0443  -0.3628  0.3459  0.348
H  -1.3793  -1.7758  -0.9271  0.061
H  -2.2953  -3.2578  -2.9981  0.846
H  -6.0543  -0.8778  -2.8311  0.423
H  -5.2343  -0.0638  -0.5231  0.459
C  -2.4333  3.3602  2.8839  -0.265
C  -2.5643  4.9502  2.8149  -0.510
C  -1.5263  5.7182  2.1229  -1.124
C  -0.3783  4.9902  1.4849  -0.184
C  -0.2583  3.4702  1.4139  0.198
C  -1.3653  2.6792  2.3079  0.132
N  0.6387  5.8052  0.5779  0.852
O  1.6417  5.2042  0.0909  -0.497
O  0.6947  7.0752  0.7439  -0.563
H  -3.2183  2.7802  3.4889  0.312
H  -3.4753  5.3032  3.3909  0.294
H  -1.4133  6.6332  2.0849  0.944
H  0.6637  3.0442  0.8989  0.580
H  -1.1553  1.4852  2.2559  -0.229
C  3.2967  2.0762  4.6319  -0.620
C  2.7397  1.8102  3.2349  0.235
C  3.4167  2.6412  2.1119  -0.383
C  4.3247  3.9222  2.4589  -0.171
C  4.5207  4.2412  3.9519  -0.345
C  4.1077  3.1972  5.0009  -0.588
N  4.7397  4.9062  1.4639  0.907
O  5.0947  6.0862  1.8349  -0.579
O  4.7507  4.5182  0.2719  -0.522
H  2.8157  1.6432  5.4109  0.458
H  2.1227  1.0452  3.1529  0.164
H  3.0627  2.5612  1.1299  0.708
H  5.1277  5.3322  4.1989  0.215
H  4.1457  3.4182  6.0049  0.429
C  -0.2443  -5.2168  3.0869  -0.199
O  0.8927  -5.0368  3.5109  -0.585
N  -0.7223  -4.5818  1.9729  0.286
C  -1.9343  -5.1268  1.3859  -1.001
C  0.0527  -3.6348  1.2079  -0.785
H  -0.7823  -5.9108  3.6119  0.616
H  -1.6983  -6.1968  1.0569  0.337
H  -2.1323  -4.6258  0.4779  0.257
H  -2.7593  -4.9498  2.1299  0.323
H  0.4207  -4.1188  0.2949  0.572
H  0.9207  -3.1278  1.6819  0.187
H  -0.2593  -2.6978  0.8729  0.077
C  5.1547  -3.9948  -2.5971  0.042
O  5.4617  -4.0498  -1.3841  -0.612
N  3.9677  -3.3788  -2.9791  0.245
C  3.7187  -3.2858  -4.3931  -0.916
C  2.9677  -2.8718  -2.0931  -1.409
H  5.7327  -4.3318  -3.3591  0.378
H  2.5897  -3.6938  -4.7131  0.215
H  4.2387  -3.7638  -5.1191  0.485
H  4.0157  -2.3048  -4.8471  0.295
H  2.2987  -3.6838  -1.6951  0.418
H  2.3267  -2.2628  -2.5251  0.290
H  3.3327  -2.4448  -1.2691  0.551
C  0.4687  -0.5358  -4.8521  0.289
O  1.6497  -0.7248  -5.2621  -0.658
N  -0.4433  -0.1508  -5.6781  0.118
C  -1.9053  0.0212  -5.3461  -0.438
C  -0.1413  -0.1078  -7.1351  -0.894
H  0.3287  -0.4338  -3.7141  0.247
H  -2.6053  -0.4018  -6.1571  0.425
H  -2.1783  1.0842  -4.9711  0.136
H  -1.8663  -0.7188  -4.4581  -0.088
H  0.7647  0.4502  -7.6061  0.237
H  -1.0553  0.2002  -7.7061  0.372
H  0.0357  -1.2328  -7.4191  0.278
C  -3.8883  2.6752  -2.6821  0.014
O  -4.7603  3.5762  -2.9371  -0.651
N  -2.5703  3.0002  -2.3961  0.305
C  -1.6103  2.0092  -1.9101  -0.444
C  -2.2323  4.3872  -2.7751  -1.081
H  -4.1973  1.6692  -2.4101  0.286
H  -0.6363  2.2642  -1.3701  0.212
H  -1.4623  1.3442  -2.6991  0.336
H  -2.0063  1.4882  -1.1211  0.023
H  -1.1733  4.3082  -3.0711  0.429
H  -2.5863  5.2582  -2.2441  0.325
H  -2.6903  4.7052  -3.8711  0.263

maximum force: 0.240 Eh/bohr
net charge: -1



Energy relative to the best compared isomer or geometry (same formula, charge and spin) for the records above, in order: 4.204 0.150 eV
Lowest unoccupied orbital energy for the records above, in order: 2.18 0.32 eV